{
  "formula": "C10H29O9PdS",
  "method": "ωB97M-V/def2-TZVPD",
  "homo_energy_ev": [-4.221, -4.220],
  "total_energy_ha": -1601.3658,
  "lumo_ev": [2.320, 0.282],
  "total_charge": -1,
  "largest_force_ev_per_a": 3.82,
  "multiplicity": 3,
  "relative_energy_ev": 5.487,
  "symbols": ["C", "H", "H", "H", "C", "S", "C", "H", "H", "H", "H", "H", "H", "H", "C", "H", "Pd", "O", "O", "O", "O", "H", "H", "H", "H", "O", "H", "C", "H", "C", "H", "O", "H", "C", "H", "C", "H", "H", "O", "H", "H", "H", "H", "O", "O", "H", "C", "H", "C", "H"],
  "positions_angstrom": [[2.11344, 6.56110, -1.58600], [4.53622, 3.23178, 2.88290], [3.77391, -6.15725, -2.62864], [1.17304, 5.39562, 0.01849], [3.13927, -5.29608, -2.41954], [-3.45115, 3.44513, 2.71506], [4.52744, 2.54442, 3.72881], [-3.45056, -0.01543, -4.00961], [2.25005, 1.64196, 3.98086], [-3.14179, -4.33233, 4.09105], [-3.38947, -2.06261, 3.29353], [4.39000, 0.49812, 4.10205], [-3.59301, -3.41023, -3.20648], [-4.88924, -2.42465, -3.81924], [1.08181, 5.56563, -1.05429], [5.57014, 2.42869, 4.02461], [0.08934, 0.20431, -0.39729], [1.41604, 4.38486, -1.70194], [-2.74276, 2.63031, 1.71468], [-2.00608, -3.24295, 2.10447], [-3.90038, 4.75459, 2.16322], [-1.54277, -3.69570, 2.81295], [-4.88915, -3.74859, 3.84620], [1.79702, 4.62142, -2.55075], [-3.18582, -1.43083, -5.62869], [-2.88253, -0.73265, -3.71889], [3.10910, 6.24990, -1.26988], [3.78143, -3.88844, -2.71944], [1.89069, 7.51604, -1.11003], [-3.91565, -2.84082, -4.07813], [-1.87850, -2.17093, -4.75152], [-2.60807, 3.66679, 3.87263], [4.40300, 0.74060, 2.39277], [-3.94393, -4.06320, 3.40385], [4.69168, -3.86158, -2.12041], [-2.90412, -1.81642, -4.64886], [2.82858, -5.57703, -1.41325], [0.03715, 5.85981, -1.15542], [2.67787, 1.31275, 3.18702], [2.13664, 6.76662, -2.65620], [3.88361, 2.93000, 4.51933], [4.17126, -3.78969, -3.73254], [2.20882, -5.34255, -2.98541], [-4.68441, 2.78362, 3.05725], [3.00438, -2.75122, -2.43312], [-4.10653, -2.73001, 1.87193], [4.03768, 1.17471, 3.32346], [-4.20777, -4.98582, 2.88687], [-3.32320, -2.90801, 2.60868], [-4.08275, -3.63377, -4.80710]]
}

---

{
  "formula": "C10H30AlO22S3Y",
  "method": "ωB97M-V/def2-TZVPD",
  "homo_energy_ev": [-4.836, -4.673],
  "total_energy_ha": -3529.7137,
  "lumo_ev": [0.794, -0.269],
  "total_charge": -1,
  "largest_force_ev_per_a": 8.51,
  "multiplicity": 2,
  "relative_energy_ev": 1.221,
  "symbols": ["O", "O", "Al", "H", "H", "C", "H", "H", "C", "O", "S", "H", "H", "O", "H", "H", "C", "S", "O", "O", "H", "O", "C", "H", "H", "O", "C", "O", "C", "H", "H", "O", "H", "S", "H", "O", "O", "C", "H", "C", "O", "C", "H", "O", "H", "O", "H", "O", "H", "H", "H", "O", "O", "H", "O", "H", "H", "H", "C", "O", "H", "O", "H", "H", "H", "O", "Y"],
  "positions_angstrom": [[-8.53719, 23.40708, 3.54847], [-5.97897, 27.21234, 3.96784], [-9.64485, 25.10713, 5.78191], [-5.48960, 30.27316, 3.75407], [-5.97911, 31.04053, 8.85401], [-4.12715, 27.51386, 7.69963], [-10.60731, 30.77922, 4.62754], [-2.11437, 27.50279, 7.62310], [-6.35670, 31.75504, 6.89913], [-10.13797, 29.19007, 3.33594], [-6.55788, 24.08986, 7.91655], [-12.97059, 26.85258, 6.33048], [-9.02791, 30.17502, 4.74549], [-7.01477, 28.88234, 5.28070], [-4.96079, 27.06992, 8.24375], [-4.18623, 32.19877, 4.53046], [-4.59882, 30.60291, 3.21941], [-7.19424, 27.55151, 4.73779], [-6.34685, 29.52335, 7.77015], [-4.32902, 27.75298, 6.34183], [-3.16085, 30.66679, 4.94314], [-7.11324, 26.60352, 5.84111], [-3.56847, 31.36064, 4.20794], [-4.37844, 28.70013, 6.19327], [-1.74167, 31.82725, 4.21509], [-6.61066, 24.32844, 4.51715], [-10.61931, 28.83789, 7.27636], [-8.51802, 27.26663, 4.14681], [-6.68900, 30.82535, 8.05536], [-10.69080, 29.56754, 8.08296], [-9.64912, 28.43640, 3.67447], [-6.84722, 22.73888, 7.34086], [-10.05711, 31.97479, 2.57016], [-7.17053, 23.16386, 3.86202], [-4.43622, 28.90934, 2.89380], [-5.54620, 24.76049, 7.12338], [-6.13500, 23.94068, 9.33878], [-12.03884, 28.25281, 7.15366], [-6.66017, 29.24026, 6.90801], [-2.84261, 26.72808, 7.86309], [-3.93001, 29.60823, 2.47322], [-9.22142, 31.62064, 3.17373], [-10.47598, 29.38631, 6.34534], [-8.76575, 32.60414, 4.07528], [-8.49938, 31.20415, 2.47136], [-9.63043, 27.84636, 7.39302], [-2.66462, 26.38009, 8.88059], [-6.45161, 22.91157, 2.61086], [-12.79977, 28.89687, 6.71290], [-12.47811, 27.93897, 8.10057], [-6.78092, 32.75123, 7.02461], [-6.89752, 31.41523, 5.64518], [-2.35443, 31.77518, 3.47792], [-2.24798, 24.98772, 7.08507], [-2.91656, 25.65474, 6.91280], [-4.87985, 31.40379, 2.53551], [-5.29633, 31.81759, 6.65459], [-7.71354, 30.83820, 8.42718], [-9.79777, 30.39620, 4.00623], [-7.79100, 24.80228, 7.76281], [-8.07120, 32.16330, 4.57013], [-7.01039, 21.96125, 4.64701], [-8.76042, 28.21477, 7.56321], [-4.08125, 28.48373, 8.19496], [-6.76289, 30.46478, 5.63484], [-12.03669, 27.01964, 6.47717], [-4.95366, 25.71509, 5.29412]]
}

---

{
  "formula": "C10H30CdOP2Si",
  "method": "ωB97M-V/def2-TZVPD",
  "homo_energy_ev": [-4.916, -4.946],
  "total_energy_ha": -1613.9793,
  "lumo_ev": [0.232, 0.217],
  "largest_force_ev_per_a": 3.59,
  "symbols": ["H", "Si", "H", "H", "H", "C", "Cd", "H", "H", "H", "O", "H", "P", "H", "H", "P", "H", "H", "H", "C", "H", "H", "H", "H", "C", "H", "H", "H", "C", "C", "C", "C", "C", "H", "H", "H", "C", "H", "H", "H", "H", "H", "H", "H", "C"],
  "positions_angstrom": [[0.38861, 4.56043, 0.09776], [2.12194, -0.40554, 2.20501], [-0.49746, -4.57552, -0.47790], [-1.74979, 2.13438, 2.57936], [-1.41582, -3.36824, -2.82112], [-1.39909, -2.38180, -2.33760], [-0.84899, -0.01919, -0.19543], [2.90404, -2.36952, 0.82314], [-1.38086, -3.45136, 0.61349], [1.89499, -0.13828, -0.31619], [-0.77623, -1.13100, 2.59657], [-2.93707, 2.32187, -0.13851], [-0.57435, 2.35088, 0.46151], [1.23236, -0.20240, 4.44461], [-1.22473, -1.60375, -3.09465], [-0.09216, -2.23046, -1.04707], [1.89204, 1.37790, 3.97534], [-1.91165, 2.75558, -1.51753], [1.95169, -2.89340, 2.20909], [1.43958, -2.69239, -1.92761], [-2.29349, 3.98999, -0.27235], [-1.20491, 3.82538, 2.30580], [0.36657, -3.70939, 0.83863], [3.61332, -2.32097, 2.44136], [2.68700, -2.15226, 1.87679], [-2.38307, -2.18364, -1.88478], [1.67512, -1.92379, -2.67587], [1.31540, -3.65710, -2.43945], [2.06544, 0.29200, 3.93593], [3.40936, 0.77545, 1.40462], [0.72306, 3.52526, -0.05679], [-0.92486, 2.76419, 2.20950], [-0.43141, -3.62993, 0.08363], [3.69802, 0.49974, 0.38235], [-0.20699, 0.58230, -1.79357], [1.64721, 0.55100, -0.21150], [-2.07091, 2.92870, -0.44363], [2.28847, -2.76712, -1.23581], [-0.03725, 2.56303, 2.83149], [3.11361, 1.83661, 1.39211], [1.64735, 3.36238, 0.51309], [0.94547, 3.38181, -1.12242], [2.98534, 0.09342, 4.50060], [4.32918, 0.67938, 2.02006], [0.10497, -0.65104, 1.92803]]
}

---

{
  "formula": "C10H30IO10",
  "method": "ωB97M-V/def2-TZVPD",
  "homo_energy_ev": -5.360,
  "total_energy_ha": -1449.1506,
  "lumo_ev": 2.779,
  "total_charge": -1,
  "largest_force_ev_per_a": 1.28,
  "relative_energy_ev": 0.000,
  "symbols": ["H", "H", "H", "C", "O", "O", "C", "H", "H", "H", "H", "H", "H", "H", "C", "H", "O", "I", "H", "H", "H", "H", "H", "H", "H", "H", "O", "C", "H", "O", "H", "C", "O", "C", "O", "O", "C", "C", "H", "O", "C", "H", "C", "H", "H", "O", "H", "H", "H", "H", "H"],
  "positions_angstrom": [[-0.57132, -0.18145, 4.48491], [-2.48596, 1.05691, 2.43435], [-0.91601, -0.14788, -1.13166], [1.25193, 1.77822, -3.36613], [0.02627, -2.26999, 3.20618], [-3.14255, 1.59663, 1.96283], [-1.36936, -2.35007, 3.08881], [7.32754, -1.41796, -0.45019], [3.34888, -1.83158, -0.43032], [-1.31848, 4.37949, 1.53327], [-2.47590, 2.99523, 3.25064], [-1.75513, -2.07915, 2.10464], [1.20826, 0.22012, -2.17691], [-4.69739, 0.03052, -1.18614], [-1.54382, 3.32159, 1.33223], [-1.71824, -3.36533, 3.29521], [-0.89667, 2.40184, -2.38575], [1.27984, -0.20657, 0.48872], [5.47256, -2.45776, 0.54157], [6.32905, -0.49543, -1.64408], [-3.68208, -1.13305, -2.83487], [-1.76082, -2.25258, -1.36006], [-3.99009, -2.59283, -1.91379], [-1.26298, 1.50635, -2.32953], [1.87578, 2.23816, -2.59510], [-2.55791, -1.32976, -0.06641], [4.12656, -2.00719, -0.98380], [-3.74748, -1.53464, -1.81929], [1.83728, 1.90927, -4.29205], [-1.44618, -0.13187, 4.08825], [0.06527, 3.45348, -3.89357], [6.45389, -1.44051, -1.11045], [-1.73799, -0.22804, -1.64503], [5.26705, -1.69217, -0.22427], [-0.34195, 2.63100, 1.65599], [1.14156, 0.38804, -3.13297], [-2.39790, -1.38716, -1.14625], [-1.98143, -1.44417, 4.16156], [0.37403, -1.65612, 2.53193], [-4.79296, -0.92146, -1.07539], [-2.74285, 2.94471, 2.19281], [-0.35587, 1.81537, 1.11451], [-0.11651, 2.42057, -3.58718], [-0.65111, 1.84477, -4.34787], [-3.06994, -1.40329, 4.08360], [6.60957, -2.53013, -2.02574], [-1.78929, 3.27686, 0.26741], [5.07796, -0.82429, 0.42760], [7.54639, -2.69772, -2.14031], [-1.78493, -1.84799, 5.15893], [-3.51860, 3.64901, 1.88914]]
}